(1)
Entry from OMol25: one molecule with the formula CH3NOS (the ωB97M-V functional and the def2-TZVPD basis).

Each line ends with the Löwdin charge.
Element x y z (Å)
O (-0.6292, 0.1978, -1.3216)  -0.15
N (-0.2704, 0.1904, 0.0494)  -0.15
C (0.9534, -0.2523, 0.4811)  -0.74
S (1.1196, -0.5765, 2.0222)  0.64
H (-1.6966, 0.6001, -1.6210)  0.25
H (-1.1007, 0.1251, 0.6418)  0.12
H (1.6239, -0.2846, -0.2519)  0.02

Summary:
- E_LUMO: -0.0023 Ha
- SMILES: ONC=S
- Calculated total energy: -567.960527 hartree

***

(2)
Entry from OMol25: C37H50ClN4O3P2S5Ti as an isolated structure (the ωB97M-V functional and the def2-TZVPD basis).

Each line ends with the Löwdin charge.
Element x y z (Å)
Ti (-1.1152, -0.9856, 0.2826)  0.69
C (-1.0129, 3.8533, 3.3126)  -0.11
C (-1.4831, 3.0240, 2.1202)  -0.51
C (-0.7747, 3.4830, 0.8475)  -0.14
P (-1.3600, 1.1656, 2.3246)  1.11
C (-1.9919, 1.0047, 4.0530)  -0.55
C (-3.4712, 1.4097, 4.0550)  -0.12
C (-1.8353, -0.4048, 4.6080)  -0.13
C (0.4618, 0.9999, 2.3613)  -0.31
C (1.2230, 1.2788, 3.4925)  -0.08
C (2.5965, 1.4856, 3.4474)  -0.29
C (3.4044, 1.7458, 4.6922)  -0.06
C (3.1735, 1.4931, 2.1841)  -0.05
C (2.4487, 1.1719, 1.0473)  -0.03
C (1.0964, 0.8025, 1.1078)  -0.29
N (0.3615, 0.3310, -0.0193)  -0.09
C (1.0589, 0.3261, -1.2860)  -0.38
C (2.2378, -0.4055, -1.4122)  -0.07
C (2.9337, -0.4883, -2.6032)  -0.03
C (2.4700, 0.1718, -3.7352)  -0.27
C (3.1813, 0.0843, -5.0618)  -0.05
C (1.2926, 0.8914, -3.6056)  -0.08
C (0.5671, 0.9858, -2.4160)  -0.35
P (-1.0193, 1.9169, -2.3259)  1.12
C (-0.4247, 3.6601, -2.7651)  -0.54
C (0.8892, 3.9972, -2.0501)  -0.13
C (-0.3252, 4.0579, -4.2389)  -0.12
C (-2.0826, 1.3821, -3.7699)  -0.53
C (-3.2611, 0.5855, -3.1878)  -0.16
C (-1.4799, 0.6224, -4.9523)  -0.12
H (-0.9688, 4.9060, 3.0165)  0.08
H (-1.6845, 3.7821, 4.1712)  0.06
H (-0.0093, 3.5651, 3.6315)  0.07
H (-2.5545, 3.1910, 1.9784)  0.10
H (0.3105, 3.4460, 0.9795)  0.07
H (-1.0371, 2.8605, -0.0079)  0.00
H (-1.0484, 4.5182, 0.6184)  0.09
H (-1.4365, 1.6954, 4.6910)  0.09
H (-4.0523, 0.7827, 3.3741)  0.06
H (-3.8796, 1.2834, 5.0614)  0.08
H (-3.6290, 2.4475, 3.7571)  0.06
H (-2.2689, -1.1510, 3.9418)  0.08
H (-0.7899, -0.6575, 4.7652)  0.03
H (-2.3417, -0.4855, 5.5743)  0.08
H (0.7156, 1.3668, 4.4498)  0.10
H (2.7543, 1.9329, 5.5487)  0.07
H (4.0402, 0.8922, 4.9417)  0.08
H (4.0574, 2.6128, 4.5685)  0.07
H (4.2248, 1.7463, 2.0767)  0.11
H (2.9537, 1.1959, 0.0934)  0.10
H (2.5944, -0.9519, -0.5545)  0.09
H (3.8353, -1.0905, -2.6528)  0.11
H (4.1860, -0.3237, -4.9442)  0.07
H (2.6378, -0.5633, -5.7550)  0.08
H (3.2654, 1.0667, -5.5314)  0.07
H (0.9194, 1.4039, -4.4805)  0.08
H (-1.1980, 4.2835, -2.3063)  0.09
H (1.7392, 3.5460, -2.5662)  0.07
H (1.0387, 5.0811, -2.0357)  0.08
H (0.9092, 3.6392, -1.0187)  0.04
H (0.3980, 3.4408, -4.7768)  0.06
H (-1.2781, 3.9984, -4.7653)  0.06
H (0.0192, 5.0950, -4.3116)  0.07
H (-2.4807, 2.3306, -4.1385)  0.08
H (-3.7328, 1.1090, -2.3523)  0.03
H (-2.9366, -0.3939, -2.8246)  0.02
H (-4.0175, 0.4279, -3.9636)  0.08
H (-0.8995, -0.2398, -4.6136)  0.05
H (-2.2908, 0.2484, -5.5859)  0.08
H (-0.8422, 1.2470, -5.5794)  0.06
O (-4.0549, -5.4393, -4.4002)  -0.09
C (-3.5376, -4.7157, -3.5851)  -1.03
S (-3.9446, -4.7222, -1.8626)  0.96
C (-2.8215, -3.4673, -1.3726)  -1.15
C (-2.0661, -2.9335, -2.3428)  -1.12
S (-0.8636, -1.7136, -2.0560)  0.70
S (-2.2847, -3.5274, -3.9782)  0.95
S (-2.6888, -3.0357, 0.2853)  0.66
Cl (-0.0676, -3.2510, 5.2946)  0.59
C (0.6521, -2.6173, 3.7779)  -0.47
C (-0.2732, -2.8146, 2.5867)  -0.66
O (-0.5948, -3.9212, 2.2775)  0.05
O (-0.6137, -1.6582, 1.9757)  -0.29
H (1.5334, -3.2231, 3.5931)  0.06
H (0.9273, -1.5771, 3.9247)  0.06
S (-5.3046, 0.9696, 0.3545)  0.58
C (-3.8499, 0.3506, 0.0844)  -0.95
N (-2.7817, -0.0967, -0.1207)  -0.13
C (0.9968, -6.4769, -0.5146)  -0.02
C (1.4843, -5.1495, -0.0330)  -0.30
C (2.5603, -4.7780, 0.7468)  0.01
C (2.4406, -3.3778, 0.8920)  -0.36
N (1.3786, -2.9254, 0.2398)  0.08
N (0.8348, -4.0132, -0.3227)  0.05
C (3.3382, -2.4409, 1.6404)  -0.04
H (1.6779, -7.2645, -0.1971)  0.07
H (0.9241, -6.5016, -1.6031)  0.08
H (0.0071, -6.6930, -0.1075)  0.09
H (3.3116, -5.4259, 1.1718)  0.10
H (-0.0311, -3.9042, -0.8335)  0.10
H (3.6956, -2.8998, 2.5647)  0.07
H (2.8146, -1.5155, 1.8899)  0.06
H (4.2187, -2.1720, 1.0483)  0.08

Summary:
- E_LUMO: 0.0738 Ha
- Net charge: -1
- Calculated total energy: -5868.222629 hartree

***

(3)
Entry from OMol25: one molecule with the formula C2H2F2INO2 (the ωB97M-V functional and the def2-TZVPD basis).

Each line ends with the Löwdin charge.
Element x y z (Å)
N (-1.6349, -0.7608, -1.3514)  0.09
O (-1.0446, -0.0205, -0.2653)  -0.02
C (0.2676, -0.2375, -0.1945)  -0.40
O (1.0602, -0.8297, -0.8940)  0.05
C (0.9032, 0.5901, 1.3317)  -0.91
F (0.2596, 0.3372, 2.4557)  0.04
F (0.6664, 1.8575, 1.0703)  0.03
I (2.9768, 0.1660, 1.4683)  0.94
H (-1.1042, -1.0327, -2.1633)  0.09
H (-2.3498, -0.0695, -1.4575)  0.09

Summary:
- E_LUMO: 0.0111 Ha
- SMILES: NOC(=O)C(F)(F)I
- Calculated total energy: -779.969826 hartree

***

(4)
Entry from OMol25: C4H11N2SSr as an isolated structure (the ωB97M-V functional and the def2-TZVPD basis).

Each line ends with the Löwdin charge.
Element x y z (Å)
C (1.3749, -2.2574, -2.3254)  -0.16
Sr (-0.6624, 1.3439, -0.8036)  0.39
N (1.4080, 2.7360, -0.0965)  -0.14
H (2.9199, -1.1343, -1.9731)  0.06
H (1.2410, 3.7036, -0.4634)  0.01
H (2.7810, -1.7486, -2.4695)  0.00
H (1.5346, -3.0645, -3.0641)  0.01
H (0.4260, -1.6735, -2.3827)  -0.04
H (1.5293, -2.2431, -1.2503)  -0.03
H (1.4955, 2.7670, 0.8951)  -0.01
H (2.3044, 2.5180, -0.4881)  -0.02
S (-2.0946, -1.2056, 3.0130)  0.78
C (-3.1091, -0.0865, 2.1801)  -0.52
C (-2.4681, 0.5866, 1.1806)  -0.40
N (-1.1043, 0.2698, 1.1348)  -0.43
C (-0.7600, -0.6886, 2.0006)  -0.59
H (-4.1725, 0.0419, 2.4403)  0.05
H (-2.8697, 1.3011, 0.4303)  0.02
H (0.2261, -1.1659, 2.0419)  0.03

Summary:
- E_LUMO (spin up / spin down): 0.1013 / 0.1076 Ha
- Net charge: -1
- Calculated total energy: -697.159223 hartree

***

Which of these has the highest calculated total energy?
CH3NOS

***

Which value of calculated total energy does entry 1 give?
-567.960527 hartree

***

calculated total energy of number 3 (C2H2F2INO2)?
-779.969826 hartree

***

Which formula does entry 3 have?
C2H2F2INO2